[1]
168
Properties=species:S:1:pos:R:3:forces:R:3 method="wB97M-V/def2-TZVPD" total_charge=0 homo_energy_ev=-9.096 e_above_lowest_kj_mol=580.0
C -0.1161 -1.7454 -5.1913 -0.611 -0.839 0.048
C -0.6996 -0.8430 -6.2894 2.006 0.308 0.571
C -0.5413 0.5826 -5.7267 -1.304 0.122 -1.402
O -0.7346 1.5036 -6.8246 0.737 -2.241 0.798
C -0.7198 2.8469 -6.4926 0.537 0.651 -0.416
N 0.0278 -1.0966 -7.5696 -1.065 -0.013 0.631
H -0.2374 -2.8058 -5.4124 0.219 -0.043 -0.447
H -0.6385 -1.6931 -4.2361 -0.187 0.579 0.036
H 0.9349 -1.5426 -4.9856 0.100 0.095 -0.244
H -1.7798 -0.9717 -6.3573 0.119 -0.483 -0.605
H 0.3567 0.7283 -5.1264 0.457 0.285 -0.411
H -1.3927 0.6481 -5.0492 -0.166 0.475 0.440
H -1.7099 3.2241 -6.7487 0.112 0.564 0.689
H 0.0285 3.3410 -7.1123 -0.047 0.199 -0.392
H -0.3251 3.0196 -5.4914 -0.726 0.137 0.233
H -0.1014 -0.3160 -8.1973 -0.171 0.147 -0.024
H 1.0257 -1.1897 -7.4448 0.057 -0.017 0.391
C -2.1145 -1.2101 5.4340 1.843 0.797 1.811
C -1.0043 -2.1187 6.1839 -1.184 1.789 0.340
C 0.1991 -1.3226 6.8031 0.673 -1.187 -2.557
O 0.8728 -0.7853 5.6347 -0.371 2.559 0.773
C 1.8108 -1.5721 4.9728 -0.582 -1.401 -0.285
N -1.6714 -2.8741 7.2254 -0.318 -1.221 -0.241
H -2.5394 -0.5238 6.1666 -0.213 -0.151 0.546
H -2.9662 -1.7715 5.0499 0.513 -0.104 -0.390
H -1.6167 -0.4688 4.8089 -0.194 -0.544 -0.946
H -0.6179 -2.7505 5.3841 0.131 -0.447 0.469
H 1.0273 -1.8923 7.2245 -0.735 -1.024 0.624
H -0.0674 -0.6008 7.5752 -0.192 0.573 -0.586
H 2.6688 -1.9332 5.5400 0.298 0.551 0.498
H 2.1382 -1.0673 4.0640 0.017 0.179 0.214
H 1.3334 -2.5024 4.6649 -0.021 -0.213 -0.411
H -2.2615 -2.3119 7.8219 0.418 0.781 0.247
H -2.4006 -3.3692 6.7322 -0.047 -0.832 -0.071
C 1.7812 0.9674 1.4482 -1.578 -0.706 0.551
C 0.8749 -0.2881 1.1407 -0.811 3.266 0.639
C -0.2843 -0.0001 0.1004 1.268 1.005 0.967
O -0.8738 -1.1940 -0.2596 -1.930 -1.795 -0.184
C -2.0433 -1.1358 -1.1286 0.886 1.105 0.703
N 1.7231 -1.2632 0.6105 0.488 -1.541 -0.398
H 1.2085 1.8419 1.7570 -0.254 0.285 -0.752
H 2.4311 1.1156 0.5858 0.140 0.473 0.237
H 2.3159 0.7952 2.3823 0.651 -0.473 -0.326
H 0.4476 -0.5882 2.0975 -0.346 -0.269 -0.008
H 0.1683 0.3758 -0.8172 0.241 0.800 -0.109
H -0.9488 0.7357 0.5534 -0.418 0.060 -0.173
H -2.9079 -0.6546 -0.6714 0.006 -0.149 0.695
H -2.3422 -2.1372 -1.4384 0.461 0.060 -0.029
H -1.8345 -0.4402 -1.9414 0.265 -0.380 -0.563
H 1.0417 -1.7123 0.0155 0.758 -1.311 -0.661
H 2.4001 -0.7730 0.0434 0.344 -0.407 -0.371
C -4.7334 -0.1038 -3.1219 -1.553 -0.450 -0.223
C -5.8117 -1.0787 -3.6913 -1.193 0.181 -1.061
C -7.2866 -0.6455 -3.5915 0.637 0.137 0.648
O -7.6770 -0.7843 -2.2656 -0.909 0.289 1.587
C -8.6385 0.2071 -1.9155 0.633 -0.350 0.816
N -5.5673 -1.1587 -5.1235 1.428 0.694 -0.128
H -4.8992 0.8842 -3.5514 0.214 0.018 -0.314
H -3.7857 -0.5424 -3.4344 0.239 0.335 0.213
H -4.8124 0.0234 -2.0422 0.142 -0.336 0.035
H -5.6839 -2.0409 -3.1953 -0.132 -0.209 0.252
H -8.0329 -1.2112 -4.1492 0.534 -0.465 -0.818
H -7.3916 0.3860 -3.9277 0.230 0.313 -0.075
H -9.0681 0.0439 -0.9271 0.210 -0.621 0.062
H -9.4879 0.2203 -2.5985 0.188 0.412 -0.357
H -8.0576 1.1203 -1.7861 -0.541 0.628 -0.591
H -4.5931 -1.4191 -5.1811 0.020 -0.276 -0.811
H -6.1293 -1.7075 -5.7585 -0.226 -0.270 0.664
C 4.5159 -1.9749 -1.7581 1.174 -1.014 -1.578
C 4.0221 -1.1700 -2.9938 0.902 -1.173 1.173
O 5.1109 -0.3373 -3.2864 0.248 1.509 -0.571
O 4.7697 -1.1428 -0.6319 -1.588 -0.259 0.136
H 5.5067 -2.3953 -1.9305 0.568 0.387 -1.157
H 4.0915 -2.9780 -1.7156 -1.563 0.507 1.576
H 3.1361 -0.5832 -2.7513 0.079 0.164 -0.002
H 3.8232 -1.7826 -3.8731 -0.348 -0.389 0.267
H 5.6929 -0.8147 -3.8822 0.126 0.085 0.057
H 5.1543 -0.3618 -1.0365 0.311 0.355 -0.025
C 5.0486 5.2666 1.0662 -0.681 -0.759 -0.787
C 5.2866 3.7982 0.6803 0.576 1.540 2.304
O 6.3739 3.8413 -0.2241 -0.400 -1.051 -0.195
O 3.9053 5.4654 1.8530 0.205 0.254 0.614
H 4.9214 5.6805 0.0659 0.018 1.136 -0.068
H 5.9246 5.6681 1.5756 -0.153 0.090 -0.115
H 4.3189 3.3657 0.4259 0.254 -0.355 -0.770
H 5.6103 3.3906 1.6380 0.246 -0.863 -0.356
H 6.1170 4.4604 -0.9114 0.131 0.062 -0.273
H 3.1433 5.2423 1.3134 -0.053 -0.080 -0.275
C 1.9553 3.9538 -1.4492 0.215 0.222 0.298
C 0.5026 4.0705 -1.8874 -0.215 0.236 -2.855
O 0.3094 3.5600 -3.2640 1.155 0.192 0.557
O 2.1495 4.5207 -0.1290 -0.680 -0.587 -0.850
H 2.5380 4.6169 -2.0885 0.073 -0.415 -0.315
H 2.3195 2.9299 -1.5333 0.100 -0.087 0.240
H 0.4316 5.1256 -2.1515 -0.801 0.377 1.156
H -0.2975 3.6535 -1.2759 0.474 0.163 0.526
H -0.4061 2.9317 -3.3857 -0.359 -0.194 0.806
H 1.2892 4.4302 0.2871 -0.263 -0.073 0.737
C -0.4857 3.6253 4.2342 -0.146 -0.274 0.686
C 0.1206 4.4263 3.1294 0.164 1.537 -0.037
O -0.3534 4.0489 1.8328 0.525 -0.475 -0.473
O -1.9048 3.7712 4.1691 0.112 -0.010 -0.199
H -0.1707 4.0099 5.2042 0.318 0.099 -0.081
H -0.2258 2.5668 4.2196 0.046 -0.137 -0.279
H 1.2023 4.5602 3.1409 0.098 -0.890 -0.125
H -0.1697 5.4652 3.2857 -0.356 0.256 0.188
H -1.1576 4.5222 1.6075 0.086 0.079 0.051
H -2.0266 4.2738 3.3603 -0.706 -0.114 0.140
C -2.6963 -3.5802 2.7201 -2.157 -1.278 -1.481
C -3.9054 -3.7778 1.7241 0.546 0.247 1.679
O -5.1122 -3.3884 2.3879 0.087 0.604 -0.552
O -2.8923 -4.5683 3.7426 0.330 0.812 0.713
H -2.8899 -2.5941 3.1423 0.597 -0.116 0.194
H -1.7729 -3.6415 2.1442 0.299 -0.033 0.462
H -4.0559 -4.8369 1.5150 0.609 -0.075 -0.600
H -3.7163 -3.1521 0.8519 -0.450 -0.122 -0.167
H -5.0002 -3.5642 3.3250 0.046 -0.228 0.118
H -2.4677 -5.4159 3.5915 0.176 0.216 -0.456
C 3.2023 1.9545 5.2972 -1.685 -1.902 -1.910
C 3.3515 3.3365 4.5709 1.673 -2.984 1.211
O 2.7253 4.2457 5.3310 -1.658 2.715 1.559
O 3.4414 1.8652 6.6589 1.062 1.741 1.980
H 3.7801 1.1211 4.8977 0.265 0.347 -1.118
H 2.1571 1.6649 5.1883 -0.360 -0.022 -0.505
H 2.8386 3.3613 3.6094 0.710 -0.530 -0.192
H 4.4294 3.4987 4.5760 0.205 0.424 -0.963
H 3.1194 4.2542 6.2063 -0.060 -0.015 0.175
H 2.9778 1.1253 7.0580 -0.157 0.077 -0.376
C -3.4279 4.4708 -3.4517 -1.390 1.021 -1.388
C -2.9116 3.8166 -2.2347 0.850 -1.695 -0.886
O -2.4362 2.4677 -2.5077 0.593 0.555 0.860
O -2.5726 4.5062 -4.6039 -0.207 -0.188 1.365
H -3.6161 5.5049 -3.1632 -0.382 0.252 0.099
H -4.3798 4.0681 -3.7976 -0.006 -0.231 0.055
H -3.6669 3.7811 -1.4495 0.057 0.212 0.081
H -2.0401 4.4141 -1.9669 0.037 -0.310 0.601
H -2.8999 2.0136 -3.2150 -0.431 0.366 -0.160
H -1.8520 5.0329 -4.2506 0.761 0.016 -0.641
C 2.1696 -5.7200 2.5287 0.944 -0.884 -0.121
C 2.6961 -4.5451 1.7340 -0.778 -0.131 -0.544
O 2.6803 -3.3774 2.4465 0.281 0.693 2.751
O 3.1076 -6.1361 3.5376 -0.629 0.145 0.025
H 2.1716 -6.5790 1.8578 -0.064 0.002 -0.308
H 1.1354 -5.6505 2.8658 0.029 0.488 0.431
H 2.0199 -4.3929 0.8927 0.179 -0.462 -0.693
H 3.7117 -4.8223 1.4514 0.133 0.064 -0.429
H 2.5572 -2.5396 1.9942 -0.191 -0.122 -1.147
H 2.9536 -5.6511 4.3516 -0.008 0.221 -0.046
C -2.6284 -5.4109 -4.5065 -0.695 0.501 -0.947
C -3.4973 -4.3180 -5.2450 0.879 1.092 2.211
O -3.1700 -3.0335 -4.5786 0.157 -0.462 -0.976
O -2.8298 -5.3875 -3.1079 -0.301 0.283 0.415
H -1.5854 -5.1501 -4.6860 0.056 -0.145 -0.260
H -2.8470 -6.4380 -4.7988 0.119 0.181 -0.829
H -4.5784 -4.3892 -5.1256 -0.007 -0.725 -0.119
H -3.2356 -4.1382 -6.2877 0.110 -0.419 0.085
H -3.1007 -3.1536 -3.6286 -0.146 -0.461 0.146
H -3.0987 -6.2774 -2.8682 -0.086 0.217 0.334
C 6.3006 -0.1884 3.2484 -1.345 -1.540 -0.831
C 5.3501 -1.3398 2.8817 -0.838 0.127 0.547
O 5.6987 -2.1434 1.8038 0.875 -0.617 -0.149
O 5.7759 1.0469 2.6811 1.137 -0.749 1.049
H 7.2721 -0.5424 2.9034 0.307 0.751 -0.360
H 6.3403 -0.3154 4.3302 -0.092 1.618 0.210
H 4.3442 -0.9585 2.7060 -0.172 0.533 0.083
H 5.2206 -1.9560 3.7714 0.269 -0.509 -0.107
H 5.4527 -1.7203 0.9779 -0.209 0.123 -0.230
H 6.1394 1.0885 1.7936 0.045 0.173 -0.120

---

[2]
171
Properties=species:S:1:pos:R:3:forces:R:3 method="wB97M-V/def2-TZVPD" total_charge=0 homo_energy_ev=-8.894 e_above_lowest_kj_mol=420.4
O -1.7815 2.8125 -2.2408 -0.463 0.011 -0.328
H -0.8730 2.9020 -2.5286 0.311 -0.127 -0.163
H -1.8155 3.2785 -1.4054 0.082 0.020 0.588
O -0.7845 3.4481 0.5237 -0.541 0.152 -0.414
H -0.0471 2.9824 0.9183 0.407 -0.319 0.082
H -0.8062 4.2910 0.9767 0.046 0.198 0.170
O 3.5615 2.9890 -0.8573 -0.020 -0.842 0.861
H 3.5781 3.6703 -1.5295 -0.184 0.729 -0.721
H 4.2602 2.3856 -1.1100 0.170 -0.276 0.052
O 2.1640 3.9454 1.4005 -0.606 0.283 0.542
H 2.3087 3.0123 1.2436 0.305 -0.337 -0.264
H 2.2479 4.3498 0.5369 0.198 -0.172 -0.319
O -1.1435 0.5575 -3.7278 -0.051 -0.127 -0.378
H -0.8488 0.7183 -4.6242 0.175 -0.016 -0.273
H -1.8075 1.2285 -3.5695 -0.228 0.382 0.269
O -2.9881 -2.7360 -1.6832 -0.711 -0.668 -0.076
H -3.6467 -2.0461 -1.6023 -0.332 0.287 0.045
H -2.1511 -2.2802 -1.5948 0.867 0.273 0.104
C 1.3138 0.2807 -1.6413 -0.626 -0.757 0.978
C 0.3694 -0.6473 -0.8396 0.382 0.556 1.150
C -0.3453 -0.0027 0.3756 -1.550 -0.373 -0.020
O 0.4995 0.6264 1.3556 -0.235 0.449 -0.469
C -0.0830 0.9403 2.6592 0.290 -0.986 -0.928
N -0.5179 -1.3716 -1.7706 0.349 0.464 0.918
H 0.7363 1.0802 -2.1054 0.013 0.077 0.265
H 1.6757 -0.3368 -2.4633 0.597 0.153 -0.015
H 2.0924 0.6582 -0.9785 0.153 0.152 -0.394
H 0.8483 -1.4393 -0.2637 1.126 -0.108 -0.633
H -0.9042 -0.8371 0.7993 0.238 -0.431 0.606
H -1.2044 0.5854 0.0527 0.237 1.143 -0.120
H -1.0830 1.3723 2.6195 0.104 0.098 -0.234
H 0.6167 1.5934 3.1808 0.004 0.233 -0.274
H -0.1381 0.0272 3.2520 -0.154 -0.163 0.004
H 0.1912 -1.7882 -2.3569 -0.273 -0.719 -0.360
H -0.9284 -0.6962 -2.3994 -0.231 0.216 -0.115
C 3.0483 4.1902 -5.2821 -0.420 0.098 1.079
C 2.4183 4.5109 -3.8715 0.059 2.187 -3.509
C 1.2969 3.5846 -3.4995 -0.432 -0.810 -0.165
O 0.2872 3.2830 -4.4924 -0.059 0.999 -0.060
C -0.5054 4.4403 -4.9128 1.435 -0.512 0.813
N 3.4074 4.8000 -2.8887 1.326 -0.517 1.317
H 3.4794 3.1898 -5.3178 -0.345 -0.218 -0.138
H 3.8712 4.8656 -5.5164 -0.089 0.257 0.185
H 2.2626 4.3609 -6.0181 0.201 -0.498 -0.202
H 2.0368 5.5184 -4.0379 -0.981 -0.045 -0.337
H 0.7985 4.0149 -2.6309 0.022 -0.191 0.461
H 1.7492 2.6143 -3.2946 -0.232 -0.054 0.428
H -1.3477 4.1146 -5.5232 0.329 -0.098 0.003
H 0.1873 5.1101 -5.4225 -0.393 0.148 -0.482
H -0.8667 4.9820 -4.0387 -0.239 -0.085 0.166
H 4.3292 4.6010 -3.2502 0.166 -0.168 0.069
H 3.4306 5.7754 -2.6274 -0.163 -0.042 0.020
C 3.5262 5.8507 5.6871 -0.918 -0.077 -0.005
C 2.9342 5.1686 4.4577 -0.230 0.029 0.385
C 1.4285 4.8309 4.5870 -0.127 -0.264 0.919
O 1.3374 3.8994 5.6838 -0.020 0.088 -0.029
C 0.0364 3.6552 6.1970 0.097 0.022 -0.366
N 3.2710 5.9843 3.2963 -0.193 -0.704 -0.328
H 4.6034 5.9882 5.5934 -0.108 -0.135 -0.082
H 3.2737 5.2586 6.5667 0.155 0.202 0.152
H 3.0531 6.8305 5.7523 0.093 0.207 0.331
H 3.3993 4.1829 4.4442 0.286 -0.011 -0.740
H 0.9476 4.4115 3.7033 0.618 -0.509 -0.449
H 0.7850 5.6975 4.7389 0.180 0.595 0.685
H -0.3659 4.5663 6.6397 -0.260 0.085 -0.101
H 0.0398 2.8755 6.9587 0.584 0.093 0.091
H -0.6117 3.2477 5.4210 -0.307 0.287 -0.265
H 2.9921 5.4401 2.4925 0.205 -0.135 -0.360
H 2.6619 6.7891 3.2596 -0.055 0.377 0.304
C 6.8047 -0.2557 -5.3033 0.797 -0.094 0.610
C 5.3711 -0.6511 -4.9196 1.345 -2.920 -0.512
C 5.1266 -1.9787 -3.9951 0.658 2.553 0.988
O 5.5331 -3.1784 -4.5285 -0.088 -1.346 -1.499
C 5.6358 -4.2474 -3.6092 0.084 0.415 1.696
N 4.8278 0.5284 -4.3434 -1.286 0.914 0.335
H 6.8014 0.7170 -5.7950 -0.384 -0.017 -0.401
H 7.3671 -0.9322 -5.9469 -0.326 -0.261 0.071
H 7.4280 -0.0245 -4.4395 -0.054 -0.395 0.365
H 4.9275 -0.8350 -5.8981 -0.531 -0.597 -0.050
H 4.1196 -1.9317 -3.5806 -1.014 -0.374 -0.935
H 5.5994 -1.8686 -3.0192 1.054 0.563 0.123
H 4.7331 -4.4862 -3.0468 -0.761 0.227 -0.459
H 6.2875 -3.9489 -2.7881 0.537 0.178 0.054
H 6.0117 -5.2150 -3.9416 0.056 0.535 -1.060
H 3.8376 0.4011 -4.1908 -0.434 -0.301 0.606
H 4.7726 1.1030 -5.1722 0.272 0.971 0.111
C -4.5708 -6.6792 2.2745 0.376 1.980 -0.221
C -3.5816 -6.3735 3.4410 -0.543 -0.312 -1.756
C -3.8426 -4.9838 4.0898 0.273 0.100 0.540
O -3.7449 -3.7700 3.2838 -0.060 -1.173 0.106
C -2.4506 -3.5601 2.6913 -0.197 -0.816 0.407
N -3.7367 -7.5188 4.3183 -0.544 0.419 1.191
H -4.4406 -7.6532 1.8029 -0.147 -0.097 0.442
H -4.4307 -5.9440 1.4820 0.431 0.050 -0.261
H -5.5929 -6.4250 2.5552 -0.134 -0.780 0.399
H -2.5773 -6.4591 3.0260 0.298 0.791 -0.222
H -3.2541 -4.8176 4.9921 1.181 -0.241 -0.113
H -4.7848 -5.0245 4.6362 -0.833 0.247 -0.976
H -2.1920 -2.5067 2.5843 -0.572 0.141 0.069
H -2.3976 -4.0341 1.7112 0.008 0.024 -0.072
H -1.6867 -3.9945 3.3362 0.192 -0.111 0.054
H -3.2021 -7.4278 5.1704 0.234 -0.176 0.037
H -3.4456 -8.3396 3.8069 0.043 -0.086 0.234
C 4.3312 1.1433 5.0493 0.564 -0.621 -1.330
C 3.0284 0.3305 5.0265 -0.250 -0.725 -0.334
C 3.1487 -1.2017 5.3695 1.426 0.653 0.143
O 3.7485 -1.9256 4.3185 0.630 -0.050 -1.295
C 3.9245 -3.3230 4.5057 -0.146 0.528 0.725
N 2.1039 1.0006 5.9245 -0.917 0.381 0.078
H 4.9431 0.8895 5.9149 0.071 -0.072 -0.048
H 4.2305 2.2278 5.0084 -0.813 0.031 0.505
H 4.8922 1.0308 4.1216 0.432 -0.757 0.119
H 2.5084 0.3158 4.0686 0.585 0.211 -0.550
H 2.2210 -1.7206 5.6108 -0.335 0.626 0.430
H 3.8812 -1.1873 6.1766 -0.307 -0.533 0.841
H 4.3755 -3.5523 5.4712 0.050 0.167 0.367
H 4.6198 -3.7433 3.7791 -0.289 0.382 -0.353
H 2.9644 -3.8386 4.4824 -0.143 -0.149 -0.205
H 1.5526 1.5276 5.2624 -0.925 -0.010 0.202
H 2.5654 1.8097 6.3149 0.361 -0.160 0.692
C -1.7178 -0.1867 6.5629 0.935 0.389 0.839
C -2.3194 -0.8107 5.3565 -0.942 0.202 0.726
C -3.5877 -1.6277 5.8130 0.051 -0.625 -2.101
O -4.8101 -0.8816 5.6089 2.578 0.684 0.055
C -5.9516 -1.6166 5.7964 -0.998 0.243 0.033
N -2.7201 0.1474 4.3342 0.365 0.181 0.458
H -1.3040 -0.9273 7.2472 -0.199 -0.458 -0.052
H -2.4590 0.3428 7.1616 0.121 0.531 -0.175
H -0.8238 0.3779 6.2982 -0.260 0.640 0.056
H -1.5060 -1.3602 4.8827 -0.414 -0.968 0.118
H -3.5507 -2.0723 6.8075 0.152 0.228 0.193
H -3.6174 -2.4042 5.0486 -0.296 -0.623 0.347
H -6.7275 -1.0094 5.3302 -0.358 -0.130 0.262
H -6.1286 -1.7052 6.8682 -0.396 -0.448 0.116
H -5.9635 -2.5772 5.2815 0.264 -0.272 0.090
H -2.9250 -0.4181 3.5228 -0.348 0.197 -0.379
H -3.5975 0.5137 4.6748 -0.297 0.327 -0.430
C 0.3780 -3.7354 -4.4838 -0.998 -1.394 -0.671
C -0.1317 -4.3000 -5.8428 0.436 -1.955 0.058
C -1.3572 -5.2655 -5.8468 0.249 0.319 0.861
O -1.5707 -5.9672 -7.1004 1.526 0.445 2.010
C -2.5442 -5.4213 -7.9139 -0.340 0.065 -0.396
N -0.3065 -3.2831 -6.8140 -0.796 1.401 -0.651
H 0.4302 -4.5089 -3.7177 -0.272 -0.292 -0.046
H -0.3700 -3.0201 -4.1418 0.536 0.497 0.039
H 1.4240 -3.4435 -4.5772 -0.244 0.803 -0.159
H 0.5905 -5.0000 -6.2630 0.829 -0.275 0.451
H -2.2588 -4.7806 -5.4725 -0.349 0.258 -0.458
H -1.1287 -5.9895 -5.0647 0.035 -0.450 -0.285
H -2.2889 -4.4184 -8.2559 -0.160 0.171 -0.144
H -3.4907 -5.3766 -7.3751 -0.328 -0.002 -0.234
H -2.5787 -6.0933 -8.7714 -0.414 0.162 -0.074
H -0.6348 -3.7344 -7.6558 0.187 0.285 -0.247
H 0.5575 -2.8043 -7.0246 0.099 -0.008 -0.052
C -4.8506 2.2337 -0.5642 -1.088 0.343 -0.435
C -5.2388 1.5326 -1.8607 1.682 1.714 0.199
C -5.0056 2.3008 -3.1851 -0.231 0.160 0.320
O -5.8928 1.7397 -4.1259 -0.157 -0.730 -1.854
C -5.5393 2.0705 -5.5068 -0.744 1.837 1.163
N -4.3697 0.4082 -1.9322 -0.524 -2.230 -0.559
H -5.3967 1.5864 0.1221 0.328 0.679 0.855
H -5.1776 3.2734 -0.5797 -0.351 -0.033 0.473
H -3.7848 2.2463 -0.3360 0.015 -0.319 -0.228
H -6.2538 1.1399 -1.8009 -0.158 0.425 -0.198
H -3.9930 2.1260 -3.5488 0.324 -0.035 0.306
H -5.0658 3.3836 -3.0751 -0.632 0.377 -0.181
H -6.3493 2.0018 -6.2330 -0.441 -0.833 0.590
H -4.6539 1.6393 -5.9740 0.236 -0.369 0.707
H -5.4519 3.1535 -5.4196 0.719 0.310 -0.583
H -3.3971 0.6803 -1.9208 0.105 0.258 -0.116
H -4.6419 0.1867 -2.8793 1.005 -1.649 -0.433

---

Number 1: orbital gap 9.03 eV, strongest force on any atom 0.0706 hartree/bohr. Number 2: orbital gap 8.97 eV, strongest force on any atom 0.0804 hartree/bohr.